No. 1
Density functional theory data (the ωB97M-V functional and the def2-TZVPD basis) for a molecular structure, C32H68NO16S8.

CARTESIAN COORDINATES (ANGSTROEM)
N: -0.208 0.957 0.417
H: -0.015 1.939 0.914
H: 0.665 0.479 0.130
H: -0.596 1.047 -0.501
H: -0.757 0.190 0.958
C: -2.796 -4.095 3.474
C: -1.785 -3.366 4.278
C: -1.604 -2.011 3.728
S: -3.140 -1.537 3.065
O: -3.010 -1.166 1.692
O: -3.734 -0.620 3.950
C: -4.029 -3.083 3.250
H: -3.140 -4.913 4.160
H: -2.322 -4.880 2.764
H: -0.893 -4.044 4.378
H: -2.159 -3.390 5.212
H: -0.816 -1.876 2.931
H: -1.298 -1.356 4.625
H: -4.819 -3.249 2.395
H: -4.623 -3.137 3.967
C: -1.644 2.085 6.806
C: -0.368 2.698 7.323
C: 0.537 2.681 6.075
S: -0.529 2.896 4.712
O: -0.356 1.834 3.762
O: -0.376 4.299 4.223
C: -2.037 2.724 5.520
H: -2.589 2.278 7.366
H: -1.694 1.069 6.547
H: 0.209 1.929 8.218
H: -0.665 3.657 7.766
H: 0.990 1.701 5.841
H: 1.272 3.567 5.924
H: -2.680 2.133 4.821
H: -2.197 3.892 5.642
C: 1.124 -4.714 -1.770
C: -0.289 -4.279 -2.067
C: -0.932 -3.477 -0.978
S: 0.311 -3.160 0.211
O: 0.148 -4.174 1.177
O: 0.317 -1.797 0.600
C: 1.648 -3.642 -0.812
H: 1.793 -4.760 -2.578
H: 0.944 -5.435 -1.269
H: -1.060 -5.030 -2.693
H: -0.243 -3.565 -2.802
H: -1.824 -3.920 -0.647
H: -1.054 -2.494 -1.447
H: 2.526 -4.139 -0.215
H: 2.277 -2.683 -1.555
C: 0.475 5.992 -3.565
C: -0.176 6.206 -2.108
C: 0.841 5.742 -1.100
S: 1.583 4.291 -1.703
O: 0.784 3.137 -1.224
O: 2.976 4.379 -1.469
C: 1.309 4.689 -3.409
H: 1.265 6.822 -3.902
H: -0.194 6.091 -4.364
H: -1.166 5.534 -2.219
H: -0.463 7.256 -1.838
H: 0.366 5.354 -0.260
H: 1.719 6.418 -0.945
H: 0.775 3.966 -3.935
H: 2.232 4.899 -4.030
C: 3.185 -1.565 4.080
C: 4.355 -1.060 3.156
C: 4.303 0.461 3.104
S: 2.681 0.954 3.411
O: 2.176 1.469 2.130
O: 2.754 1.907 4.519
C: 2.001 -0.575 3.955
H: 3.337 -1.844 5.000
H: 2.925 -2.522 3.556
H: 4.294 -1.801 2.166
H: 5.210 -1.551 3.577
H: 4.725 0.749 2.052
H: 5.056 0.955 3.702
H: 1.311 -0.877 3.064
H: 1.580 -0.559 4.882
C: -0.353 0.808 -6.922
C: -0.106 1.496 -5.531
C: -1.052 0.675 -4.550
S: -0.726 -0.938 -4.919
O: -1.959 -1.651 -4.684
O: 0.518 -1.349 -4.294
C: -0.409 -0.722 -6.560
H: 0.339 1.109 -7.557
H: -1.375 1.079 -7.275
H: -0.304 2.537 -5.852
H: 1.027 1.485 -5.123
H: -2.044 0.840 -4.846
H: -0.983 0.931 -3.396
H: -0.850 -1.319 -7.464
H: 0.655 -1.162 -6.662
C: 5.252 -0.738 -1.682
C: 5.001 -1.152 -3.119
C: 3.500 -1.186 -3.423
S: 2.871 0.234 -2.547
O: 1.819 -0.265 -1.715
O: 2.790 1.320 -3.456
C: 4.262 0.383 -1.477
H: 6.278 -0.465 -1.546
H: 4.951 -1.573 -0.999
H: 5.315 -2.133 -3.447
H: 5.445 -0.339 -3.828
H: 3.125 -2.110 -3.146
H: 3.281 -1.284 -4.393
H: 3.914 0.455 -0.472
H: 4.642 1.438 -1.724
C: -5.692 -1.033 -0.962
C: -4.792 -2.308 -1.193
C: -3.946 -1.844 -2.387
S: -3.752 -0.071 -2.256
O: -4.036 0.581 -3.475
O: -2.409 0.217 -1.682
C: -4.911 0.100 -1.064
H: -6.224 -1.091 0.048
H: -6.790 -1.103 -1.498
H: -5.342 -3.377 -1.460
H: -4.361 -2.442 -0.220
H: -4.368 -2.208 -3.367
H: -2.900 -2.065 -2.327
H: -5.649 0.960 -1.239
H: -4.352 0.292 -0.081

Output
LUMO level	-1.60	eV
HOMO	-11.79	eV
total charge	+1

No. 2
Density functional theory data (the ωB97M-V functional and the def2-TZVPD basis) for 20 unconnected molecules or ions with the total composition H41O20.

CARTESIAN COORDINATES (ANGSTROEM)
O: -0.556 -0.471 1.629
H: -2.442 -3.978 1.905
O: -1.868 2.224 -3.766
H: -1.148 2.546 -4.213
H: -2.736 -1.848 -3.199
O: -0.235 -2.895 0.550
H: -0.615 -3.174 -0.300
H: 0.739 -2.842 0.367
O: -4.359 1.087 -0.462
H: -4.983 1.379 0.177
H: 1.488 -1.622 5.143
O: 1.244 2.271 -1.550
H: -0.882 2.481 1.110
H: -3.555 0.740 -0.370
O: -0.274 1.851 0.609
H: 3.371 0.656 -0.983
H: 1.873 1.479 -1.283
O: -1.903 0.451 -0.923
H: -1.963 -2.652 2.474
H: 4.705 1.222 -1.512
O: 1.742 0.620 0.414
H: 1.620 1.632 0.524
H: 2.498 0.734 1.057
O: -2.175 3.290 -0.886
H: -3.134 3.335 -0.893
H: 0.327 1.874 -1.566
O: 3.066 0.073 -3.968
H: 2.522 0.319 -4.685
H: 3.934 0.025 -4.376
O: 3.722 0.700 2.721
H: 3.777 1.644 2.907
H: -2.520 0.887 -1.607
O: 0.664 4.823 -1.672
H: 1.631 4.623 -1.729
H: 0.615 5.371 -0.863
O: -1.604 -4.410 -1.384
H: -2.205 -4.236 -0.638
H: -2.049 -3.858 -2.017
O: -0.412 -0.464 5.238
H: -1.754 2.298 -2.870
H: -1.022 -0.998 5.750
O: -2.413 -3.032 1.776
H: 4.687 0.595 2.816
H: -0.246 0.320 1.194
O: 2.056 -2.450 5.197
H: 2.050 -1.091 3.381
H: 1.362 -3.091 4.967
O: 1.442 -1.507 2.732
H: 1.993 -2.315 2.590
H: -0.453 0.424 5.545
O: 4.270 0.861 -0.752
H: -1.067 -1.099 0.834
H: -1.528 -0.360 -1.304
O: -2.235 -2.670 -3.161
H: 0.323 -0.904 1.942
H: -2.578 -3.267 -3.799
O: -0.182 -0.910 -2.272
H: -0.711 -1.506 -2.783
H: 0.746 -0.793 -2.337
H: -0.888 1.513 -0.170
H: -1.773 4.094 -1.260

Output
LUMO level	-2.47	eV
HOMO	-12.96	eV
total charge	+1

No. 3
Density functional theory data (the ωB97M-V functional and the def2-TZVPD basis) for a molecular structure, C4H12BF4O2RbS2.

CARTESIAN COORDINATES (ANGSTROEM)
Rb: 1.288 1.717 0.002
B: -2.685 0.185 0.601
F: -2.032 0.205 1.813
F: -1.847 -0.311 -0.383
F: -3.801 -0.641 0.677
F: -2.985 1.521 0.306
C: 3.991 -3.375 4.531
S: 2.967 -1.824 4.391
O: 2.717 -1.311 2.991
C: 1.247 -2.554 4.816
H: 3.722 -4.119 3.781
H: 3.782 -3.886 5.471
H: 5.067 -3.221 4.616
H: 1.180 -3.079 5.769
H: 0.949 -3.302 4.081
H: 0.593 -1.682 4.806
C: -2.630 3.080 -4.267
S: -0.880 3.388 -4.806
O: -0.022 3.555 -3.546
C: -0.441 1.821 -5.642
H: -2.750 2.308 -3.507
H: -3.285 2.814 -5.097
H: -3.053 4.008 -3.883
H: 0.217 2.163 -6.440
H: -1.310 1.413 -6.157
H: 0.000 1.128 -4.924

Output
LUMO level	-0.86	eV
HOMO	-9.23	eV

No. 4
Density functional theory data (the ωB97M-V functional and the def2-TZVPD basis) for 16 unconnected molecules or ions with the total composition C22H76O16.

CARTESIAN COORDINATES (ANGSTROEM)
C: -1.242 4.360 1.941
O: -1.970 3.228 2.366
H: -0.906 4.224 0.913
H: -1.813 5.277 1.800
H: -0.389 4.499 2.605
H: -1.301 2.579 2.598
C: 1.221 -4.449 1.029
O: 1.880 -4.537 2.285
H: 0.469 -5.238 1.053
H: 0.740 -3.478 0.910
H: 1.854 -4.701 0.178
H: 2.098 -5.453 2.474
O: 0.640 -3.116 -2.086
H: 1.584 -3.279 -2.080
H: 0.247 -3.987 -2.149
O: -0.119 1.523 3.551
H: -0.800 0.887 3.768
H: 0.387 1.105 2.855
O: -3.908 1.524 1.258
H: -4.019 1.586 0.309
H: -3.247 2.185 1.466
O: -4.247 -1.426 1.936
H: -5.196 -1.399 1.811
H: -3.940 -0.573 1.628
C: -3.070 -3.137 -1.563
C: -2.217 -3.232 -0.327
O: -3.076 -3.616 0.725
H: -3.477 -4.098 -1.875
H: -2.463 -2.873 -2.430
H: -3.876 -2.403 -1.546
H: -1.847 -2.256 -0.012
H: -1.371 -3.888 -0.529
H: -3.554 -2.850 1.052
C: -4.489 1.526 -4.862
C: -3.368 0.510 -4.686
O: -2.981 0.596 -3.306
H: -4.563 1.552 -5.949
H: -4.209 2.483 -4.423
H: -5.492 1.261 -4.528
H: -2.483 0.819 -5.243
H: -3.815 -0.452 -4.934
H: -2.222 0.009 -3.275
C: 2.157 -0.544 4.927
C: 2.794 -1.805 4.240
O: 2.398 -1.915 2.866
H: 1.095 -0.397 4.734
H: 2.654 0.364 4.586
H: 2.293 -0.657 6.003
H: 2.471 -2.622 4.886
H: 3.878 -1.753 4.342
H: 2.255 -2.852 2.719
C: -2.096 3.576 -2.313
C: -3.181 4.604 -1.904
O: -2.815 5.781 -2.445
H: -1.104 3.802 -1.921
H: -2.139 3.520 -3.401
H: -2.339 2.605 -1.882
H: -3.253 4.712 -0.821
H: -4.164 4.210 -2.159
H: -3.193 5.856 -3.324
C: -0.829 -2.952 3.468
C: -2.135 -3.423 4.105
O: -3.053 -2.359 4.169
H: -0.083 -3.732 3.625
H: -0.435 -2.027 3.888
H: -0.850 -2.764 2.395
H: -2.006 -3.789 5.124
H: -2.532 -4.266 3.539
H: -3.310 -2.165 3.265
C: -0.820 0.555 0.056
C: 0.400 -0.313 0.353
O: 0.970 -0.037 1.586
H: -1.567 0.644 0.844
H: -1.327 0.163 -0.826
H: -0.558 1.596 -0.136
H: 1.146 0.003 -0.376
H: 0.134 -1.361 0.212
H: 1.578 -0.719 1.880
C: 4.133 1.738 2.022
C: 3.163 2.760 2.598
O: 3.924 3.642 3.345
H: 4.940 2.228 1.476
H: 3.665 1.065 1.304
H: 4.481 1.165 2.881
H: 2.407 2.264 3.207
H: 2.580 3.335 1.879
H: 3.390 4.402 3.589
C: 1.999 2.846 -1.087
C: 2.292 4.156 -1.792
O: 3.575 4.236 -2.325
H: 1.027 2.925 -0.600
H: 2.801 2.597 -0.393
H: 1.957 2.042 -1.822
H: 2.238 4.947 -1.044
H: 1.533 4.441 -2.521
H: 3.988 5.034 -1.986
C: 1.238 -0.639 -4.547
C: 0.301 -0.147 -3.468
O: -0.706 -1.072 -3.175
H: 2.007 -1.275 -4.108
H: 1.687 0.127 -5.179
H: 0.706 -1.193 -5.321
H: -0.185 0.760 -3.827
H: 0.869 0.128 -2.579
H: -0.193 -1.778 -2.774
C: 4.132 -1.541 -1.117
C: 4.534 -2.722 -1.991
O: 3.411 -3.558 -2.190
H: 3.936 -1.783 -0.073
H: 3.260 -1.043 -1.540
H: 4.996 -0.878 -1.068
H: 5.324 -3.251 -1.460
H: 4.922 -2.363 -2.944
H: 3.784 -4.421 -2.384

Output
LUMO level	-0.05	eV
HOMO	-9.37	eV

No. 5
Density functional theory data (the ωB97M-V functional and the def2-TZVPD basis) for C4H8N2O in the gas phase.

CARTESIAN COORDINATES (ANGSTROEM)
C: 0.751 0.225 1.373
C: 0.379 -0.186 -0.043
C: 1.415 -0.292 -0.994
N: -0.444 -1.653 0.005
C: -0.994 0.361 -0.422
O: -1.911 -0.428 -0.155
N: -1.129 1.543 -1.023
H: 1.538 -0.434 1.753
H: 1.134 1.246 1.397
H: -0.123 0.162 2.033
H: 1.260 -0.475 -2.020
H: 2.432 -0.072 -0.704
H: -0.582 -1.992 0.982
H: -0.255 1.931 -1.349
H: -2.009 1.808 -1.445

Output
LUMO level (spin up / spin down)	-0.36 / 0.81	eV
HOMO (spin up / spin down)	-7.49 / -8.28	eV

No. 6
Density functional theory data (the ωB97M-V functional and the def2-TZVPD basis) for 2 unconnected molecules or ions with the total composition C7H3F6OP.

CARTESIAN COORDINATES (ANGSTROEM)
F: -1.282 3.877 -0.671
C: -1.127 2.594 -0.340
C: -1.039 2.248 0.997
C: -0.900 0.911 1.334
F: -0.820 0.547 2.610
C: -0.850 -0.068 0.348
F: -0.740 -1.369 0.676
C: -0.918 0.293 -0.993
F: -0.842 -0.645 -1.936
C: -1.065 1.634 -1.345
F: -1.154 1.978 -2.628
H: -1.081 3.009 1.765
O: 1.965 -0.615 1.031
P: 1.799 -2.022 1.382
C: 1.964 -2.895 -0.308
F: 2.474 -4.159 -0.179
H: 0.976 -2.991 -0.778
H: 2.637 -2.326 -0.964

Output
LUMO level	-0.78	eV
HOMO	-9.60	eV

No. 7
Density functional theory data (the ωB97M-V functional and the def2-TZVPD basis) for a molecular structure, C15H21Cl3N6O3PdSSi.

CARTESIAN COORDINATES (ANGSTROEM)
Pd: 0.314 -2.005 -2.127
N: -1.788 4.200 1.972
C: -1.368 3.401 0.916
C: -1.697 3.733 -0.400
C: -1.314 2.917 -1.447
C: -0.611 1.749 -1.186
C: -0.274 1.406 0.118
C: -0.646 2.230 1.161
S: -0.157 0.697 -2.514
O: -0.038 1.487 -3.701
O: -1.139 -0.408 -2.559
N: 1.160 -0.091 -2.025
C: 2.404 0.211 -2.580
N: 3.166 -0.839 -2.891
C: 4.371 -0.563 -3.379
C: 4.818 0.731 -3.578
C: 3.941 1.739 -3.204
N: 2.745 1.496 -2.687
H: -2.011 5.153 1.737
H: -1.243 4.127 2.815
H: -2.246 4.646 -0.599
H: -1.544 3.186 -2.470
H: 0.303 0.506 0.299
H: -0.369 1.970 2.176
H: 4.994 -1.417 -3.626
H: 5.793 0.943 -3.990
H: 4.213 2.784 -3.310
Cl: -0.530 -4.213 -2.397
Si: 1.520 -3.779 -1.821
Cl: 2.808 -4.582 -3.174
Cl: 1.923 -4.674 -0.044
C: -2.943 -1.794 0.216
N: -2.266 -1.320 1.414
C: -3.038 -0.503 2.326
C: -0.932 -1.569 1.553
O: -0.240 -2.007 0.636
N: -0.361 -1.218 2.769
C: 1.091 -1.162 2.780
C: -0.920 -1.701 4.021
H: -3.663 -1.042 -0.107
H: -3.473 -2.733 0.400
H: -2.224 -1.942 -0.580
H: -3.769 0.063 1.747
H: -2.391 0.206 2.837
H: -3.586 -1.087 3.073
H: 1.459 -0.789 1.828
H: 1.536 -2.149 2.952
H: 1.408 -0.492 3.581
H: -1.970 -1.959 3.917
H: -0.825 -0.942 4.801
H: -0.388 -2.600 4.353

Output
LUMO level	-0.30	eV
HOMO	-8.35	eV

No. 8
Density functional theory data (the ωB97M-V functional and the def2-TZVPD basis) for C8H13NO3S in the gas phase.

CARTESIAN COORDINATES (ANGSTROEM)
C: 2.412 1.508 0.059
C: 1.904 1.124 1.252
C: 1.798 0.992 -1.237
C: 0.813 0.242 1.366
C: 0.345 0.507 -1.046
C: 0.067 -0.197 0.300
C: -2.041 -1.107 -0.727
C: -1.565 -1.804 1.323
N: -0.942 -1.102 0.260
O: 3.019 2.559 -3.022
O: 0.574 2.398 -3.234
O: 1.532 3.675 -1.428
S: 1.772 2.400 -2.439
H: 3.315 2.103 -0.289
H: 2.420 1.104 2.226
H: 2.414 0.254 -1.652
H: 0.696 -0.218 2.310
H: -0.394 1.330 -1.009
H: 0.074 -0.103 -1.901
H: -2.302 -2.102 -1.221
H: -3.006 -0.842 -0.186
H: -1.735 -0.349 -1.574
H: -2.524 -1.366 1.890
H: -1.820 -2.848 1.104
H: -0.770 -1.822 2.223
H: 2.212 4.253 -1.650

Output
LUMO level (spin up / spin down)	0.65 / -1.41	eV
HOMO (spin up / spin down)	-4.98 / -9.62	eV
⟨S²⟩	2.01
multiplicity	3

No. 9
Density functional theory data (the ωB97M-V functional and the def2-TZVPD basis) for C3H6O2 in the gas phase.

CARTESIAN COORDINATES (ANGSTROEM)
C: -0.550 -0.565 -1.070
C: 0.321 -0.255 0.146
O: 1.574 0.217 -0.252
C: -0.292 0.699 1.153
O: 0.348 1.608 1.629
H: -0.049 -1.330 -1.671
H: -1.530 -0.959 -0.778
H: -0.687 0.318 -1.700
H: 0.422 -1.198 0.722
H: 1.776 0.960 0.342
H: -1.332 0.503 1.478

Output
LUMO level	0.75	eV
HOMO	-10.34	eV

No. 10
Density functional theory data (the ωB97M-V functional and the def2-TZVPD basis) for 2 unconnected molecules or ions with the total composition C8H13N2S.

CARTESIAN COORDINATES (ANGSTROEM)
C: 1.735 -0.563 4.685
C: 1.081 -0.236 3.533
C: 1.439 -2.350 3.463
C: -0.625 -0.824 -0.568
C: 0.593 0.650 -2.025
C: -1.603 1.327 -0.947
C: -1.573 -0.422 -2.771
C: -0.801 0.166 -1.580
N: 1.953 -1.907 4.622
N: 0.908 -1.358 2.790
S: -0.291 -1.640 0.666
H: 2.045 0.039 5.513
H: 0.728 0.718 3.197
H: 1.460 -3.372 3.141
H: 0.467 1.433 -2.767
H: 1.158 -0.164 -2.473
H: 1.155 1.052 -1.186
H: -1.777 2.078 -1.712
H: -2.563 0.977 -0.580
H: -1.053 1.784 -0.129
H: -2.531 -0.828 -2.455
H: -1.001 -1.211 -3.251
H: -1.756 0.365 -3.498
H: 2.425 -2.459 5.321

Output
LUMO level	-4.59	eV
HOMO	-12.44	eV
total charge	+1

Asked for relative energy (zero: lowest compared OMol25 entry of this formula, charge and spin) across the records above, the calculation gives 29.7, 105.0, 34.6, 20.9, 134.4, 0.0, 22.8, 0.0, 21.5, 20.0 kcal per mole in order.
Asked for E_tot across the records above, the calculation gives -155198.1551, -41607.2692, -42314.0175, -56803.6197, -9300.5670, -34946.9875, -90743.2894, -26968.7817, -7302.7448, -22314.6101 eV in order.